C6H12O | ωB97M-V/def2-TZVPD

The geometry in XYZ format:
```
19
Properties=species:S:1:pos:R:3:mulliken_charge:R:1
C 2.77 0.33 -0.04 -0.763
O 1.47 0.74 0.28 -0.302
C 0.59 -0.30 0.65 -0.769
C -0.78 -0.03 0.05 1.379
C -1.19 1.43 0.06 -1.516
C -1.22 -0.88 -1.10 -0.846
C -1.83 -1.07 0.26 -0.806
H 2.78 -0.32 -0.93 0.316
H 3.24 -0.22 0.79 0.298
H 3.36 1.22 -0.24 0.230
H 0.95 -1.28 0.31 0.427
H 0.52 -0.33 1.76 0.254
H -0.48 2.03 -0.52 0.302
H -1.22 1.83 1.08 0.314
H -2.18 1.55 -0.39 0.424
H -0.54 -1.65 -1.46 0.249
H -1.83 -0.43 -1.88 0.263
H -1.57 -1.97 0.83 0.264
H -2.85 -0.73 0.42 0.280
```

Properties
E, eV: -8462.751
Structure (SMILES): COCC1(C)CC1
HOMO-LUMO gap, eV: 10.678